(a)
DFT (ωB97M-V with the def2-TZVPD basis set) results for 2 unconnected molecules or ions with the total composition CH5P.

```
7
Properties=species:S:1:pos:R:3
C -0.487 0.264 -0.031
P 0.643 -1.130 0.124
H 0.071 0.991 -0.560
H -1.409 0.366 0.460
H -0.991 -0.422 -1.918
H -0.038 -2.230 -0.212
H 0.675 -1.244 1.531
```

## Properties
Frontier orbital gap in eV: 8.41
Net charge: 0

---

(b)
DFT (ωB97M-V with the def2-TZVPD basis set) results for 2 unconnected molecules or ions with the total composition CH5P.

```
7
Properties=species:S:1:pos:R:3
C -1.130 0.089 -0.254
P 1.753 -0.214 -0.306
H -0.960 -0.073 -1.253
H -0.913 1.000 0.269
H -1.399 -0.734 0.325
H 1.393 -0.941 0.803
H 1.256 0.873 0.415
```

## Properties
Frontier orbital gap (spin up / spin down) in eV: 8.20 / 8.57
Net charge: 0

---

Which structure is the most stable? The one labeled (b).

---

(a)
DFT (ωB97M-V with the def2-TZVPD basis set) results for a single C5H10N2O2S molecule.

```
20
Properties=species:S:1:pos:R:3
C 1.222 1.957 0.131
C 0.365 0.879 0.790
C 1.065 -0.291 1.545
S 0.351 -1.789 1.080
N 0.220 -1.094 -0.545
C -0.486 -1.829 -1.623
C -0.461 0.263 -0.306
N -1.878 0.049 0.068
O -2.706 -0.059 -0.831
O -2.092 -0.193 1.251
H 2.270 2.041 0.496
H 0.781 2.877 0.359
H 1.193 1.615 -0.983
H -0.237 1.351 1.548
H 2.105 -0.142 1.231
H 0.987 -0.062 2.595
H -0.171 -2.852 -1.828
H -1.547 -2.114 -1.227
H -0.504 -1.353 -2.557
H -0.477 0.747 -1.195
```

## Properties
Frontier orbital gap in eV: 8.68
Net charge: 0

---

(b)
DFT (ωB97M-V with the def2-TZVPD basis set) results for a single C5H10N2O2S molecule.

```
20
Properties=species:S:1:pos:R:3
C -2.502 0.640 -0.224
N -1.135 0.049 -0.227
C -0.846 -1.003 -1.203
C -0.385 0.472 0.820
O -0.662 1.352 1.596
C 1.219 -0.439 1.104
S 1.229 -2.152 1.066
C 1.957 0.201 -0.018
N 2.159 1.508 0.267
O 2.298 -0.381 -1.033
H -3.109 -0.071 0.386
H -2.697 1.600 0.188
H -2.895 0.577 -1.315
H -1.357 -0.921 -2.174
H 0.229 -1.079 -1.371
H -1.005 -2.105 -0.782
H 1.368 -0.153 2.171
H 2.115 -2.196 0.216
H 1.739 1.962 1.062
H 2.278 2.140 -0.528
```

## Properties
Frontier orbital gap in eV: 9.38
Net charge: 0

---

Which structure is the most stable? The one labeled (b).

---

(a)
DFT (ωB97M-V with the def2-TZVPD basis set) results for a molecular structure, C6H8N2S.

```
17
Properties=species:S:1:pos:R:3
C -1.183 1.110 -1.894
C -1.045 -0.741 -0.358
C -0.859 -0.726 0.977
C 0.179 1.285 0.159
C -0.236 0.404 -0.980
C 0.850 -0.092 -1.925
N -2.089 1.665 -2.355
N 0.774 -0.856 3.368
S 0.143 0.511 1.710
H -1.726 -1.198 -0.890
H -1.397 -1.483 1.668
H 0.895 2.107 -0.101
H 0.792 0.564 -2.833
H 0.639 -1.108 -2.227
H 1.781 0.083 -1.425
H 1.063 0.033 3.880
H 1.419 -1.557 3.226
```

## Properties
Frontier orbital gap (spin up / spin down) in eV: 6.97 / 8.65
Net charge: 0

---

(b)
DFT (ωB97M-V with the def2-TZVPD basis set) results for a single C6H8N2S molecule.

```
17
Properties=species:S:1:pos:R:3
N 2.290 -0.113 2.004
S 1.954 0.358 0.363
N 2.291 1.781 -0.208
C 0.294 -0.159 -0.067
C -0.087 -0.203 -1.382
C -1.419 -0.543 -1.710
C -2.351 -0.757 -0.684
C -1.962 -0.532 0.705
C -0.682 -0.275 0.998
H 2.569 0.619 2.587
H 2.878 -0.513 -0.230
H 1.684 2.383 0.238
H 0.643 -0.029 -2.228
H -1.610 -0.793 -2.717
H -3.435 -0.802 -0.937
H -2.749 -0.508 1.381
H -0.307 0.086 1.886
```

## Properties
Frontier orbital gap in eV: 8.59
Net charge: 0

---

Which structure is the most stable? The one labeled (b).

---

(a)
DFT (ωB97M-V with the def2-TZVPD basis set) results for a molecular structure, C26H34N4O7S.

```
72
Properties=species:S:1:pos:R:3
C 3.186 2.079 -3.174
H 3.273 3.125 -2.826
O 1.672 1.849 -3.289
C 0.855 2.048 -2.408
C 1.111 2.386 -1.285
C 0.367 2.574 -0.220
C -0.865 2.465 -0.538
C -1.487 1.924 -1.737
C -0.498 1.732 -2.732
O -0.764 1.516 -4.015
C -1.997 1.134 -4.208
H -2.544 0.299 -3.742
H -2.787 2.225 -4.429
H -2.020 0.946 -5.305
H -2.549 1.810 -1.981
C -1.951 2.548 0.600
H -3.056 2.843 0.060
H -1.769 3.372 1.272
C -2.317 1.192 1.598
N -3.216 1.327 2.431
C -3.249 1.757 3.567
O -1.939 2.229 4.086
C -4.421 1.809 4.524
H -4.682 0.855 4.565
H -4.462 2.027 5.497
H -5.289 2.486 3.975
H -4.257 1.093 1.874
H -1.345 0.997 2.221
C -2.287 0.061 0.471
O -3.435 -0.070 -0.074
N -1.354 -0.803 0.467
H -0.624 -0.633 0.933
C -1.167 -1.804 -0.513
C -0.109 -1.403 -1.712
C 0.297 -2.610 -2.555
N 0.680 -3.844 -1.521
S 2.104 -4.138 -1.427
O 2.570 -5.196 -0.693
O 2.998 -3.851 -2.597
C 2.884 -2.871 -0.158
C 2.469 -2.789 1.104
C 2.719 -1.890 2.011
C 2.891 -0.666 1.416
C 3.315 -0.443 0.051
C 3.230 -1.712 -0.693
H 3.405 -1.354 -1.698
H 3.613 0.597 -0.195
N 2.559 0.661 2.271
C 1.300 0.626 2.941
O 0.589 -0.146 2.690
C 1.235 1.921 3.751
H 0.181 2.142 3.927
H 1.585 2.841 3.348
H 1.798 1.921 4.647
H 3.312 1.406 2.312
H 2.288 -1.910 3.139
H 2.047 -3.975 1.348
C -0.258 -4.238 -0.794
C -0.770 -3.113 0.285
H -1.480 -3.176 0.900
H -0.084 -2.822 0.816
H 0.118 -4.966 -0.188
H -1.297 -4.574 -1.324
H 1.299 -2.405 -3.199
H -0.567 -2.797 -3.194
H -0.442 -0.533 -2.245
H 0.820 -1.008 -1.114
H -2.054 -1.896 -0.908
H 0.729 2.809 0.750
H 2.611 2.751 -0.696
H 3.702 1.857 -4.016
H 3.579 1.394 -2.444
```

## Properties
Frontier orbital gap in eV: 8.49
Net charge: 0

---

(b)
DFT (ωB97M-V with the def2-TZVPD basis set) results for a single C26H34N4O7S molecule.

```
72
Properties=species:S:1:pos:R:3
C 4.168 3.002 0.874
O 2.820 2.992 0.469
C 1.954 2.212 1.187
C 2.331 1.249 2.105
C 1.376 0.514 2.790
C 0.026 0.747 2.600
C -0.988 0.008 3.433
C -1.926 -0.961 2.694
N -2.905 -0.245 1.898
C -4.171 -0.686 1.764
C -5.059 0.241 0.968
O -4.569 -1.722 2.279
C -1.209 -1.989 1.796
O -0.034 -1.908 1.498
N -2.062 -2.959 1.423
C -1.981 -3.923 0.335
C -3.181 -3.683 -0.592
C -3.110 -2.259 -1.162
N -1.741 -1.773 -1.121
S -1.640 -0.215 -1.724
O -2.214 -0.147 -3.042
O -2.284 0.622 -0.735
C 0.090 0.201 -1.830
C 1.019 -0.185 -0.881
C 2.350 0.148 -1.060
C 2.742 0.909 -2.159
N 4.063 1.279 -2.397
C 5.197 0.927 -1.719
C 6.436 1.565 -2.310
O 5.223 0.194 -0.758
C 1.782 1.327 -3.084
C 0.462 0.959 -2.927
C -0.822 -2.781 -1.596
C -0.693 -3.850 -0.497
C -0.357 1.728 1.687
C 0.582 2.435 0.956
O 0.290 3.378 0.014
C -1.065 3.648 -0.263
H 4.265 3.277 1.929
H 4.654 3.760 0.261
H 4.654 2.036 0.709
H 3.374 1.051 2.291
H 1.699 -0.244 3.486
H -1.623 0.732 3.950
H -0.454 -0.573 4.186
H -2.499 -1.516 3.450
H -2.545 0.380 1.185
H -4.519 0.647 0.117
H -5.947 -0.292 0.638
H -5.369 1.065 1.610
H -3.008 -2.866 1.786
H -2.061 -4.924 0.783
H -3.155 -4.420 -1.395
H -4.115 -3.809 -0.043
H -3.709 -1.568 -0.569
H -3.487 -2.234 -2.195
H 0.718 -0.745 -0.010
H 3.085 -0.179 -0.344
H 4.185 1.899 -3.186
H 7.304 1.262 -1.732
H 6.349 2.649 -2.285
H 6.567 1.246 -3.343
H 2.075 1.932 -3.930
H -0.293 1.242 -3.642
H 0.143 -2.318 -1.798
H -1.191 -3.224 -2.534
H -0.509 -4.823 -0.953
H 0.138 -3.607 0.161
H -1.402 1.956 1.559
H -1.057 4.367 -1.081
H -1.603 2.748 -0.573
H -1.566 4.097 0.602
```

## Properties
Frontier orbital gap in eV: 8.13
Net charge: 0

---

Which structure is the most stable? The one labeled (b).

---

(a)
DFT (ωB97M-V with the def2-TZVPD basis set) results for a single C5H4FNO molecule.

```
12
Properties=species:S:1:pos:R:3
C -2.288 0.372 -0.852
C -1.261 0.377 -0.049
C 0.016 0.943 0.452
F -0.104 1.843 1.535
C 1.193 0.556 -0.002
N 1.326 -0.440 -0.857
C 0.798 -1.734 -0.552
O -0.172 -1.869 0.198
H -3.436 0.202 -0.974
H 2.033 1.197 0.217
H 2.374 -0.566 -1.317
H 1.313 -2.464 -1.310
```

## Properties
Frontier orbital gap in eV: 9.07
Net charge: 0

---

(b)
DFT (ωB97M-V with the def2-TZVPD basis set) results for a single C5H4FNO molecule.

```
12
Properties=species:S:1:pos:R:3
O -0.022 2.186 -0.028
C -0.456 1.072 -0.017
C -1.812 0.493 -0.222
C -1.654 -0.826 -0.302
N -0.287 -1.305 -0.065
C 0.387 -0.207 0.154
C 1.911 -0.240 0.398
F 2.576 0.174 -0.801
H -2.723 1.087 -0.482
H -2.391 -1.586 -0.522
H 2.235 0.467 1.196
H 2.236 -1.315 0.692
```

## Properties
Frontier orbital gap in eV: 8.79
Net charge: 0

---

Which structure is the most stable? The one labeled (b).

---

(a)
DFT (ωB97M-V with the def2-TZVPD basis set) results for 2 unconnected molecules or ions with the total composition C8H10N2O2.

```
22
Properties=species:S:1:pos:R:3
C -2.182 0.872 -0.516
C -2.001 -0.250 0.195
C -0.690 -0.391 -1.666
C 1.139 1.358 0.756
C 3.265 0.058 -0.486
C 2.076 -0.911 -0.425
C 1.979 0.303 0.378
C -2.413 -0.600 1.567
N -1.370 0.755 -1.642
N -1.132 -1.031 -0.550
O 0.526 2.304 0.472
O 1.752 0.791 1.764
H -3.078 1.520 -0.492
H 4.184 -0.184 -0.047
H 3.404 0.766 -1.366
H 1.407 -0.882 -1.306
H 2.322 -1.892 -0.015
H -2.008 0.113 2.279
H -3.432 -0.754 1.816
H -1.788 -1.567 1.866
H -1.391 1.403 -2.399
H -0.570 -1.782 -0.183
```

## Properties
Frontier orbital gap in eV: 9.45
Net charge: 0

---

(b)
DFT (ωB97M-V with the def2-TZVPD basis set) results for a molecular structure, C8H10N2O2.

```
22
Properties=species:S:1:pos:R:3
C 0.329 -2.997 0.681
C 0.224 -2.091 1.679
C 0.219 -2.499 -0.619
C 0.055 -0.757 1.364
C 0.019 -1.116 -0.933
C 0.008 -0.219 0.109
C -1.127 1.474 -1.361
C -0.229 1.296 -0.107
N -0.707 1.965 0.981
N 1.492 1.871 -0.570
O 1.937 2.535 0.293
O 1.965 1.420 -1.579
H 0.428 -4.083 1.019
H 0.204 -2.522 2.654
H 0.214 -3.178 -1.486
H -0.029 0.137 2.124
H 0.103 -0.752 -1.986
H -1.948 0.825 -1.389
H -0.624 1.379 -2.320
H -1.433 2.574 -1.352
H -0.796 3.012 0.921
H -0.303 1.727 1.877
```

## Properties
Frontier orbital gap in eV: 9.79
Net charge: 0

---

(c)
DFT (ωB97M-V with the def2-TZVPD basis set) results for 2 unconnected molecules or ions with the total composition C8H10N2O2.

```
22
Properties=species:S:1:pos:R:3
O -0.285 1.805 -1.606
C 0.751 0.945 -1.653
N 1.792 1.029 -2.427
C 2.549 -0.079 -2.093
C 1.943 -0.812 -1.120
N 0.771 -0.131 -0.851
H -0.091 2.485 -2.265
H 3.493 -0.277 -2.587
H 2.217 -1.732 -0.603
H 0.015 -0.437 -0.166
C 1.185 0.842 1.644
C 0.005 0.781 1.377
C -1.425 0.692 1.081
C -2.048 -0.594 1.633
C -1.648 -1.824 0.858
O -1.064 -1.799 -0.198
H 2.253 0.894 1.864
H -1.585 0.729 0.006
H -1.934 1.566 1.509
H -1.790 -0.745 2.692
H -3.147 -0.535 1.595
H -1.957 -2.801 1.310
```

## Properties
Frontier orbital gap in eV: 8.35
Net charge: 0

---

Which structure is the most stable? The one labeled (c).

---

(a)
DFT (ωB97M-V with the def2-TZVPD basis set) results for 2 unconnected molecules or ions with the total composition C5H16N3.

```
24
Properties=species:S:1:pos:R:3
C -0.387 -1.314 2.666
C -0.332 -1.730 1.394
N -1.384 -1.673 0.503
N 0.880 -1.335 3.428
H -1.213 -0.832 3.160
H 0.596 -2.117 0.980
H -1.108 -1.256 -0.373
H -2.086 -1.035 0.874
H 0.800 -1.792 4.338
H 1.256 -0.400 3.592
H 1.596 -1.858 2.917
C 0.758 0.058 -2.219
N 0.012 1.281 -2.329
C -1.239 1.176 -1.605
C 0.789 2.382 -1.755
H 0.268 -0.786 -2.727
H 0.821 -0.342 -1.184
H 1.735 0.135 -2.692
H -1.764 2.129 -1.630
H -1.874 0.409 -2.056
H -1.050 0.937 -0.534
H 0.244 3.308 -1.924
H 1.794 2.383 -2.168
H 0.886 2.272 -0.656
```

## Properties
Frontier orbital gap in eV: 7.79
Net charge: +1

---

(b)
DFT (ωB97M-V with the def2-TZVPD basis set) results for 2 unconnected molecules or ions with the total composition C5H16N3.

```
24
Properties=species:S:1:pos:R:3
C -2.878 1.807 -1.445
N -1.808 1.289 -0.582
C -2.037 1.137 0.754
N -1.469 0.239 1.469
H -3.290 1.016 -2.069
H -3.675 2.204 -0.819
H -2.508 2.589 -2.109
H -1.373 0.471 -0.971
H -2.808 1.794 1.166
H -1.917 0.233 2.381
C 1.355 0.076 -1.463
C 1.159 -0.361 -0.022
N 2.200 -1.385 0.364
C 2.038 -1.922 1.760
H 0.952 -0.699 -2.118
H 0.865 1.026 -1.656
H 2.418 0.170 -1.713
H 1.218 0.455 0.689
H 0.221 -0.863 0.183
H 3.128 -0.967 0.268
H 2.151 -2.174 -0.278
H 2.355 -1.182 2.490
H 2.709 -2.774 1.841
H 0.995 -2.180 1.881
```

## Properties
Frontier orbital gap in eV: 8.98
Net charge: +1

---

Which structure is the most stable? The one labeled (b).

---

(a)
DFT (ωB97M-V with the def2-TZVPD basis set) results for a single C5H14N2S molecule.

```
22
Properties=species:S:1:pos:R:3
C -3.037 -0.100 -0.847
C -1.916 -0.187 0.175
N -1.518 -1.552 0.707
C -0.682 0.646 -0.127
N 0.404 0.737 1.055
C 1.704 1.007 0.457
C 2.748 -0.061 0.147
S 3.678 -0.062 -1.397
H -2.951 -0.805 -1.676
H -2.868 0.796 -1.443
H -4.002 -0.386 -0.256
H -2.225 0.229 1.248
H -0.977 -2.170 0.023
H -2.263 -2.177 0.869
H -0.200 0.216 -1.065
H -0.972 1.727 -0.461
H 0.343 -0.188 1.442
H 2.208 1.683 1.168
H 1.624 1.761 -0.284
H 3.537 -0.206 0.925
H 2.418 -1.063 0.334
H 4.948 0.156 -0.993
```

## Properties
Frontier orbital gap in eV: 9.69
Net charge: 0

---

(b)
DFT (ωB97M-V with the def2-TZVPD basis set) results for a molecular structure, C5H14N2S.

```
22
Properties=species:S:1:pos:R:3
C 0.400 0.015 0.747
N -0.976 0.037 0.269
C -1.797 1.162 0.666
C -3.103 1.129 -0.129
S -4.401 -1.019 1.537
C 1.351 -0.844 -0.068
N 2.845 0.099 -0.332
C 3.477 -0.695 -1.374
H 0.887 0.988 0.677
H 0.382 -0.340 1.784
H -1.424 -0.838 0.502
H -1.302 2.109 0.448
H -2.107 1.012 1.708
H -2.873 0.801 -1.140
H -3.703 0.308 0.347
H -3.713 2.026 -0.082
H 1.444 -1.904 0.183
H 1.039 -0.774 -1.109
H 2.554 -0.546 0.431
H 3.047 -0.453 -2.356
H 4.549 -0.487 -1.439
H 3.424 -1.786 -1.271
```

## Properties
Frontier orbital gap in eV: 5.76
Net charge: 0

---

Which structure is the most stable? The one labeled (a).

---

(a)
DFT (ωB97M-V with the def2-TZVPD basis set) results for 2 unconnected molecules or ions with the total composition S2.

```
2
Properties=species:S:1:pos:R:3
S 0.000 0.000 1.607
S 0.000 0.000 -1.607
```

## Properties
Frontier orbital gap in eV: 4.66
Net charge: 0

---

(b)
DFT (ωB97M-V with the def2-TZVPD basis set) results for a single S2 molecule.

```
2
Properties=species:S:1:pos:R:3
S 0.000 0.000 1.213
S 0.000 0.000 -1.213
```

## Properties
Frontier orbital gap in eV: 5.58
Net charge: 0

---

Which structure is the most stable? The one labeled (b).